The following is a DFT calculation (wB97M-V/def2-TZVPD) of a molecular structure, C40H61N3O7SSiV.

Geometry as XYZ:
```
114
Properties=species:S:1:pos:R:3:forces:R:3
V -0.90903 0.58085 0.57725 -0.5790 0.4516 0.1222
O 1.55084 1.65839 4.01561 1.2331 -0.9753 0.0318
C 0.61430 1.25932 3.11109 -0.7767 0.1221 0.6905
O 0.92536 0.78319 1.80834 0.5068 -0.3182 -0.3797
C -0.66923 1.21238 3.48817 0.3429 1.0436 0.4958
C -1.01290 1.62724 4.86158 -1.3136 -0.9541 -0.8332
C -2.32291 1.56735 5.22373 0.3054 -0.9270 -1.5475
C -3.33077 1.07873 4.29690 0.9507 -0.2530 -1.2606
C -2.87426 0.75548 2.99948 -1.2090 0.7983 1.4862
N -1.63249 0.88936 2.56806 0.4313 -0.3945 0.1594
C -3.77033 0.43840 1.84965 0.3247 0.5280 0.5882
O -5.07023 0.29496 2.04605 -0.6574 -0.6931 0.5833
O -3.31599 0.42010 0.73277 0.1253 -0.1845 -0.9725
H 1.74725 0.90757 4.63254 0.0033 0.8535 -0.7102
H -0.22184 1.84128 5.55424 -0.0018 0.3598 0.0920
H -2.58893 1.78979 6.21244 -0.4723 0.4111 1.2302
H -4.38031 0.97561 4.56495 0.3148 0.1714 0.0651
H -5.25662 0.06643 2.98221 0.2209 0.4078 -0.6409
C -3.11219 -2.90133 0.74003 -0.1231 1.3713 -0.1338
C -1.60647 -2.82145 0.97230 0.1232 -0.0590 0.7603
C -1.01801 -4.23457 0.68993 1.4972 1.6573 -0.2800
C -1.32022 -2.46507 2.43729 -0.0914 -0.4052 -0.1839
O -0.95715 -1.74091 0.21333 -0.4923 -0.5270 0.1027
Si -0.70320 -1.67481 -1.45779 0.8303 -0.2657 -0.0772
S 0.04918 0.19572 -1.71978 0.4756 0.6251 0.2348
O 0.17377 -2.97146 -1.94696 -0.0348 0.1222 -0.4229
C 1.53275 -3.40877 -2.31291 -1.2255 1.7393 1.4592
C 1.95195 -2.76193 -3.61231 2.5075 0.5583 0.6757
C 1.39128 -4.89800 -2.32509 -0.1212 0.3442 -0.5889
C 2.45387 -2.94553 -1.17306 0.4376 -0.9740 -0.1604
O -2.17308 -1.81173 -2.10531 -0.7414 -0.4217 0.7555
C -2.69458 -1.85235 -3.40495 -0.8920 -1.0256 -0.4945
C -1.88154 -1.01277 -4.32585 0.6450 -0.5607 -0.7315
C -2.70974 -3.33084 -3.87389 0.1885 0.3315 -0.2326
C -4.14122 -1.37456 -3.33766 -0.3218 0.2720 1.0544
H -3.52542 -3.59240 1.44747 -0.2166 -0.5120 0.4584
H -3.32608 -3.26240 -0.25397 -0.1089 -0.0175 -0.3664
H -3.64144 -1.92821 0.88501 0.5784 -0.7509 -0.2425
H -1.47507 -4.93277 1.37159 -0.1115 -0.2838 0.1946
H 0.09469 -4.15718 0.89441 -1.1452 -0.4126 -0.3140
H -1.18703 -4.53297 -0.35011 0.0813 0.0042 0.2289
H -1.87451 -1.61277 2.79569 -0.0853 0.4579 -0.1529
H -0.26601 -2.32319 2.62897 0.3561 0.2919 -0.2401
H -1.60047 -3.27507 3.08509 -0.3241 -0.6410 0.2404
H 1.28844 -2.85126 -4.42341 -1.1113 -0.3609 -0.8725
H 2.94000 -3.22359 -3.91820 -0.9726 0.4529 0.2079
H 2.15963 -1.67268 -3.45255 -0.2676 -0.8120 -0.0458
H 0.80574 -5.15632 -3.20435 0.0854 -0.4203 -0.0782
H 0.84596 -5.18739 -1.43986 -0.0090 -0.2346 0.2534
H 2.37480 -5.32497 -2.33190 0.4526 -0.6329 -0.1778
H 2.33741 -1.88526 -0.94434 -0.2656 -0.0676 0.0569
H 3.50784 -3.06961 -1.50031 -0.4599 -0.1466 0.3810
H 2.23668 -3.60427 -0.29291 0.3581 0.7768 -0.4957
H -0.83211 -1.29482 -4.28535 0.1868 -0.0939 0.0212
H -1.94285 -0.00059 -4.03578 -0.0432 1.3080 0.2291
H -2.19795 -1.13529 -5.35537 -0.2254 0.0585 -0.2023
H -1.74613 -3.77231 -3.59455 0.0011 0.0121 -0.6164
H -2.98956 -3.43149 -4.94995 0.5594 0.0870 0.7130
H -3.44671 -3.88978 -3.31982 -0.3977 -0.1323 0.3387
H -4.29666 -0.43433 -2.78405 0.5336 -0.1819 -0.1121
H -4.71192 -2.12802 -2.78387 -0.1167 0.1016 -0.2092
H -4.57902 -1.21054 -4.30691 -0.1158 -0.2443 -0.5639
C 3.01876 1.84042 -2.88767 -0.9601 1.0958 -0.4720
C 3.04755 2.21251 -1.40254 -0.7957 -0.5991 -0.6956
C 3.92857 3.43658 -1.24632 0.3010 1.1624 0.7825
C 3.52879 1.03072 -0.59209 0.2090 -0.5922 0.5672
C 4.57671 0.25642 -1.08800 0.8083 1.7183 -0.7847
C 5.16489 -0.77589 -0.40701 -1.3797 0.0529 0.5586
C 4.56387 -1.15133 0.78126 0.0875 0.4548 0.1501
C 3.53498 -0.41675 1.39602 1.0516 -0.6712 -0.7124
C 3.16872 -0.87910 2.79175 -0.3031 0.8916 0.1381
C 2.77497 -2.37333 2.86104 -0.3881 0.6658 0.7680
C 4.24400 -0.46612 3.82289 0.8864 -1.1539 -0.0873
C 3.02616 0.68584 0.68032 0.3550 -0.3934 -0.0500
N 2.00252 1.47170 1.22114 -0.8814 1.8498 0.3071
C 1.78624 2.81139 0.99039 1.3912 -1.3464 0.8318
C 0.63150 3.48802 0.86034 -0.1472 -0.4080 -0.5902
C 0.69045 4.89704 0.63147 -0.1012 0.3608 0.2417
C -0.51046 5.22162 0.08648 0.7504 1.1096 0.2875
C -1.22890 4.02847 -0.04762 -1.3897 -1.4467 0.2964
N -0.59024 2.93866 0.42533 -0.2514 1.2710 -0.0256
C -2.67012 4.02323 -0.52827 -0.1555 0.6592 -0.4128
C -3.05017 5.35293 -1.25945 -0.0697 -0.6862 0.5284
C -2.87634 2.88476 -1.49995 -0.1496 -0.9913 0.9567
C -3.55765 3.85873 0.71087 0.4066 -0.0974 -0.0401
H 2.48745 2.62111 -3.45982 0.3043 0.1028 0.2943
H 2.40145 0.98483 -3.07871 0.0459 -0.8151 0.0673
H 4.00160 1.77240 -3.32866 0.2810 -0.2729 -0.0737
H 1.97998 2.41722 -1.13525 0.9538 -0.0845 -0.1858
H 4.67187 3.52528 -2.01777 0.5564 -0.5088 -0.4493
H 4.49550 3.48832 -0.29373 -0.4966 -0.0158 -0.3605
H 3.38671 4.37898 -1.39842 -0.2713 -0.1960 0.3938
H 5.06925 0.65896 -1.98208 -0.3052 -0.5356 0.1517
H 6.00330 -1.29846 -0.79565 0.5529 -0.3766 -0.2809
H 4.97889 -2.00753 1.27365 0.0126 -0.3357 0.4969
H 2.31402 -0.28844 3.07634 -0.2134 -0.2466 0.0533
H 3.45565 -2.88138 3.54204 0.1412 -0.3447 -0.2751
H 2.75206 -2.81474 1.87185 0.0563 -0.2659 0.0125
H 1.77221 -2.46521 3.32370 0.4685 -0.0293 -0.3528
H 5.24358 -0.96091 3.63842 -1.0830 0.2577 0.1998
H 3.90051 -0.72056 4.83657 0.1573 -0.1649 -0.2105
H 4.45341 0.58947 3.84107 -0.1555 0.5716 -0.2835
H 2.69001 3.41351 0.97157 0.0480 -0.3155 0.0582
H 1.51504 5.56331 0.88358 -0.1941 -0.3305 -0.1044
H -0.87172 6.21536 -0.14752 0.0939 -0.2437 -0.1131
H -2.25651 5.57366 -1.96455 -0.0604 0.3572 -0.2600
H -3.21587 6.18316 -0.56067 0.3158 -0.1077 -0.1566
H -3.99904 5.21404 -1.79701 0.3125 -0.0471 0.0747
H -2.20529 2.88231 -2.32454 0.8051 0.1440 -0.6463
H -3.86816 2.87091 -1.90329 -0.7851 0.1402 -0.1418
H -2.75500 1.93814 -0.96374 0.0442 0.0215 -0.2727
H -3.56133 4.77987 1.28331 0.1436 0.1665 0.2630
H -3.12424 3.06135 1.32886 -0.5403 0.0949 -0.0456
H -4.58968 3.68193 0.41707 -0.0904 -0.3614 0.0332
```
Positions in Å, forces in eV/Å.

Its orbital gap (alpha / beta) is 6.0 / 6.1 eV. As for the spin multiplicity: 4. Its HOMO energy (alpha / beta) is -6.279 / -6.428 eV. The LUMO energy (alpha / beta) comes out at -0.29 / -0.32 eV. For the maximum force, the calculation gives 2.66 eV/Å.